--- one ---
This record from the OMol25 dataset describes a 2-piece molecular cluster, C3H8S overall. The level of theory is ωB97M-V with the def2-TZVPD basis set.

```
12
Properties=species:S:1:pos:R:3:mulliken_charge:R:1
C -1.058 -0.379 0.421 -0.652
C -0.263 0.616 -0.400 -0.223
S 0.831 -0.535 2.754 -0.142
C 1.050 0.027 -0.944 -0.925
H -0.442 -0.744 1.280 -0.187
H -1.854 0.072 1.013 0.401
H -1.478 -1.246 -0.075 0.318
H -0.876 1.099 -1.209 0.322
H -0.002 1.434 0.266 0.255
H 0.880 -0.965 -1.352 0.289
H 1.702 -0.068 -0.079 0.234
H 1.510 0.688 -1.675 0.311
```

The calculation puts the highest occupied orbital energy at -9.5 eV. For the frontier orbital gap, the calculation gives 6.55 eV. As for the spin multiplicity: 1. Its LUMO energy is -2.97 eV.

--- two ---
This record from the OMol25 dataset describes one molecule with the formula C3H8S. The level of theory is ωB97M-V with the def2-TZVPD basis set.

```
12
Properties=species:S:1:pos:R:3:mulliken_charge:R:1
C 1.436 -0.147 1.535 -0.954
C 0.386 -0.464 0.418 -0.532
S -0.203 1.046 -0.584 -0.102
C -1.460 0.491 -1.754 -0.779
H 2.365 0.289 1.128 0.274
H 0.847 0.740 2.079 0.234
H 1.627 -0.961 2.250 0.324
H -0.404 -0.961 0.993 0.337
H 0.712 -1.100 -0.365 0.379
H -2.117 1.337 -1.966 0.299
H -2.008 -0.208 -1.105 0.224
H -1.180 -0.062 -2.629 0.297
```

The calculation puts the highest occupied orbital energy at -8.5 eV. For the frontier orbital gap, the calculation gives 9.63 eV. As for the spin multiplicity: 1. As for the structure (SMILES): CCSC. Its LUMO energy is 1.15 eV.

--- three ---
This record from the OMol25 dataset describes one molecule with the formula C3H8S. The level of theory is ωB97M-V with the def2-TZVPD basis set.

```
12
Properties=species:S:1:pos:R:3:mulliken_charge:R:1
C -1.148 -0.617 -1.701 -0.941
C 0.022 0.196 -1.059 -0.467
S -0.082 0.590 0.774 -0.099
C 1.243 -0.437 1.324 -0.740
H -0.984 -1.393 -2.509 0.309
H -1.598 -1.208 -0.846 0.280
H -2.086 -0.083 -2.014 0.288
H 0.721 -0.601 -1.132 0.201
H 0.315 1.063 -1.688 0.363
H 0.931 -0.854 2.289 0.299
H 2.211 0.014 1.526 0.248
H 1.104 -1.233 0.608 0.259
```

The calculation puts the highest occupied orbital energy at -8.6 eV. For the frontier orbital gap, the calculation gives 9.71 eV. As for the spin multiplicity: 1. As for the structure (SMILES): CCSC. Its LUMO energy is 1.10 eV.

The structure with the least stability is one.

--- one ---
This record from the OMol25 dataset describes a 2-piece molecular cluster, BrH3NP overall. The level of theory is ωB97M-V with the def2-TZVPD basis set.

```
6
Properties=species:S:1:pos:R:3:mulliken_charge:R:1
N 1.515 0.000 0.497 -0.576
P -0.922 -0.922 -0.768 0.191
Br -2.551 0.184 0.243 -0.092
H 1.256 -0.233 1.406 0.206
H 1.693 0.980 0.389 0.183
H -0.991 -0.009 -1.767 0.088
```

The calculation puts the highest occupied orbital energy (alpha / beta) at -8.7 / -8.7 eV. For the frontier orbital gap (alpha / beta), the calculation gives 6.65 / 6.64 eV. As for the spin multiplicity: 1. Its LUMO energy (alpha / beta) is -2.02 / -2.01 eV.

--- two ---
This record from the OMol25 dataset describes one molecule with the formula BrH3NP. The level of theory is ωB97M-V with the def2-TZVPD basis set.

```
6
Properties=species:S:1:pos:R:3:mulliken_charge:R:1
N 0.967 -0.248 -0.264 -0.634
P -0.429 0.939 0.246 0.143
Br -2.234 -0.170 0.276 -0.123
H 1.406 0.017 -1.149 0.264
H 0.376 -0.978 -0.702 0.240
H -0.086 0.440 1.595 0.110
```

The calculation puts the highest occupied orbital energy at -9.3 eV. For the frontier orbital gap, the calculation gives 9.92 eV. As for the spin multiplicity: 1. As for the structure (SMILES): NPBr. Its LUMO energy is 0.61 eV.

The structure with the least stability is one.

--- one ---
This record from the OMol25 dataset describes a 7-piece molecular cluster, C7H28N8O7 overall. The level of theory is ωB97M-V with the def2-TZVPD basis set.

```
50
Properties=species:S:1:pos:R:3:mulliken_charge:R:1
N -11.464 -16.143 -22.967 -0.273
C -12.440 -15.608 -22.276 0.309
N -12.647 -14.352 -22.565 -0.303
O -13.187 -16.398 -21.296 -0.678
H -11.051 -17.155 -22.648 0.199
H -10.876 -15.726 -23.664 0.266
H -13.059 -13.871 -21.754 0.325
H -11.988 -13.817 -23.173 0.244
N -10.923 -18.925 -22.441 -0.446
C -9.964 -19.181 -23.306 0.453
N -8.800 -19.477 -22.913 -0.365
O -10.198 -19.146 -24.705 -0.726
H -11.899 -18.887 -22.951 0.101
H -10.908 -18.878 -21.414 0.245
H -8.166 -19.919 -23.672 0.330
H -8.567 -19.534 -21.877 0.236
N -15.381 -20.985 -20.565 -0.441
C -14.922 -21.557 -19.525 0.360
N -13.612 -21.629 -19.601 -0.460
O -15.550 -21.930 -18.450 -0.695
H -16.261 -20.429 -20.405 0.230
H -15.064 -21.128 -21.543 0.447
H -13.276 -22.214 -18.861 0.247
H -13.026 -21.771 -20.364 0.214
N -13.855 -18.939 -21.708 0.464
C -13.767 -19.525 -22.861 0.816
N -13.275 -18.734 -23.761 0.013
O -14.059 -20.846 -23.095 -0.881
H -14.261 -19.722 -21.035 -0.715
H -13.573 -18.020 -21.448 0.340
H -13.132 -19.169 -24.615 0.218
H -13.034 -17.722 -23.893 0.157
C -16.145 -16.718 -23.337 -0.333
O -15.739 -17.059 -21.999 -0.543
H -15.267 -16.662 -23.957 0.037
H -16.825 -15.831 -23.347 0.249
H -16.851 -17.495 -23.761 0.257
H -15.161 -17.822 -21.980 0.383
C -13.090 -15.105 -26.571 -0.671
O -13.239 -15.804 -25.349 -0.400
H -13.816 -15.612 -27.224 0.232
H -12.082 -15.014 -26.957 0.274
H -13.294 -14.010 -26.398 0.255
H -12.527 -15.429 -24.758 0.023
C -14.183 -18.410 -18.572 -0.446
O -12.892 -19.051 -18.547 -0.599
H -15.067 -18.982 -18.814 0.168
H -14.237 -17.626 -19.374 0.073
H -14.355 -17.832 -17.642 0.340
H -13.035 -19.921 -18.898 0.469
```

The calculation puts the highest occupied orbital energy at -9.4 eV. For the frontier orbital gap, the calculation gives 9.15 eV. As for the spin multiplicity: 1. As for the structure (SMILES): NC(N)=O.NC(N)=O.NC(N)=O.NC(N)=O.CO.CO.CO. Its LUMO energy is -0.21 eV.

--- two ---
This record from the OMol25 dataset describes a 7-piece molecular cluster, C7H28N8O7 overall. The level of theory is ωB97M-V with the def2-TZVPD basis set.

```
50
Properties=species:S:1:pos:R:3:mulliken_charge:R:1
N 19.920 19.050 20.771 -0.435
C 20.950 19.874 20.527 0.653
N 21.621 20.127 21.552 -0.388
O 21.290 20.233 19.454 -0.637
H 19.454 18.683 19.953 0.220
H 19.903 18.626 21.687 0.173
H 22.498 20.484 21.202 0.225
H 21.376 19.889 22.503 0.189
N 19.619 15.764 27.747 -0.386
C 19.920 15.544 26.518 0.664
N 20.259 14.330 26.245 -0.373
O 20.055 16.539 25.829 -0.691
H 19.320 16.674 28.069 0.216
H 19.430 14.964 28.333 0.153
H 20.353 13.667 27.000 0.184
H 20.298 14.101 25.262 0.230
N 14.337 20.442 29.910 -0.429
C 15.403 19.945 29.355 0.626
N 15.031 19.302 28.263 -0.380
O 16.516 19.994 29.882 -0.647
H 14.476 20.989 30.748 0.222
H 13.394 20.088 29.832 0.191
H 15.605 18.522 27.974 0.222
H 14.062 19.364 27.984 0.195
N 23.120 22.008 27.751 -0.390
C 24.227 21.987 28.433 0.620
N 24.421 23.068 29.128 -0.390
O 24.939 21.028 28.472 -0.632
H 22.616 22.806 28.112 0.157
H 22.649 21.159 27.473 0.250
H 23.778 23.837 29.007 0.167
H 25.105 23.007 29.869 0.220
C 22.225 5.257 20.641 -1.125
C 22.650 6.034 21.926 0.190
C 22.092 7.422 22.052 -1.117
O 22.002 5.318 23.054 -0.542
H 22.710 5.735 19.791 0.326
H 21.152 5.285 20.453 0.312
H 22.552 4.221 20.733 0.333
H 23.719 6.031 22.136 0.299
H 21.006 7.509 22.087 0.311
H 22.491 8.056 21.260 0.324
H 22.462 7.922 22.947 0.333
H 21.097 5.386 22.742 0.356
O 20.476 12.956 20.667 -0.636
H 20.685 13.486 19.898 0.321
H 21.305 12.542 20.906 0.315
O 21.269 13.527 31.151 -0.636
H 21.829 14.223 31.496 0.321
H 21.849 12.769 31.073 0.317
```

The calculation puts the highest occupied orbital energy at -9.6 eV. For the frontier orbital gap, the calculation gives 9.97 eV. As for the spin multiplicity: 1. As for the structure (SMILES): NC(N)=O.NC(N)=O.NC(N)=O.NC(N)=O.CC(C)O.O.O. Its LUMO energy is 0.39 eV.

The structure with the least stability is one.

--- one ---
This record from the OMol25 dataset describes one molecule with the formula C5H4O3. The level of theory is ωB97M-V with the def2-TZVPD basis set.

```
12
Properties=species:S:1:pos:R:3:mulliken_charge:R:1
C -1.369 1.094 0.614 -0.952
C -0.306 0.456 0.111 0.900
C 0.973 1.011 -0.203 -0.834
C 1.965 0.149 -0.344 0.632
O 2.926 -0.466 -0.621 -0.379
C -0.347 -1.107 0.116 0.322
O -0.752 -1.792 1.035 -0.539
O -0.178 -1.598 -1.127 -0.430
H -2.221 0.551 1.016 0.280
H -1.448 2.176 0.571 0.285
H 1.166 2.073 -0.111 0.376
H -0.409 -2.546 -1.059 0.338
```

The calculation puts the highest occupied orbital energy at -8.7 eV. For the frontier orbital gap, the calculation gives 8.93 eV. As for the spin multiplicity: 1. As for the structure (SMILES): C=C(C=C=O)C(=O)O. Its LUMO energy is 0.22 eV.

--- two ---
This record from the OMol25 dataset describes one molecule with the formula C5H4O3. The level of theory is ωB97M-V with the def2-TZVPD basis set.

```
12
Properties=species:S:1:pos:R:3:mulliken_charge:R:1
O -2.685 0.513 -0.389 -0.501
C -1.894 -0.366 -0.135 -0.069
C -0.486 -0.147 0.259 0.789
C 0.300 1.166 0.569 -0.471
C 1.548 0.960 0.104 -0.392
O 1.694 -0.160 -0.666 -0.353
C 0.588 -0.927 -0.501 -0.036
O 0.167 -1.312 0.754 -0.444
H -1.956 -1.483 -0.003 0.288
H -0.283 1.913 1.049 0.408
H 2.526 1.571 0.171 0.334
H 0.481 -1.728 -1.211 0.447
```

The calculation puts the highest occupied orbital energy at -9.9 eV. For the frontier orbital gap, the calculation gives 10.61 eV. As for the spin multiplicity: 1. As for the structure (SMILES): O=C[C@]12C=CO[C@H]1O2. Its LUMO energy is 0.72 eV.

The structure with the least stability is two.